{
  "formula": "C21H68F12Fe2N34O29S4",
  "method": "ωB97M-V with the def2-TZVPD basis set",
  "elements": ["Fe", "Fe", "C", "F", "F", "F", "S", "O", "O", "O", "C", "F", "F", "F", "S", "O", "O", "O", "C", "F", "F", "F", "S", "O", "O", "O", "C", "F", "F", "F", "S", "O", "O", "O", "C", "O", "N", "N", "H", "H", "H", "H", "C", "O", "N", "N", "H", "H", "H", "H", "C", "O", "N", "N", "H", "H", "H", "H", "C", "O", "N", "N", "H", "H", "H", "H", "C", "O", "N", "N", "H", "H", "H", "H", "C", "O", "N", "N", "H", "H", "H", "H", "C", "O", "N", "N", "H", "H", "H", "H", "C", "O", "N", "N", "H", "H", "H", "H", "C", "O", "N", "N", "H", "H", "H", "H", "C", "O", "N", "N", "H", "H", "H", "H", "C", "O", "N", "N", "H", "H", "H", "H", "C", "O", "N", "N", "H", "H", "H", "H", "C", "O", "N", "N", "H", "H", "H", "H", "C", "O", "N", "N", "H", "H", "H", "H", "C", "O", "N", "N", "H", "H", "H", "H", "C", "O", "N", "N", "H", "H", "H", "H", "C", "O", "N", "N", "H", "H", "H", "H"],
  "xyz": [[-3.55709, 1.81033, -0.09938], [2.41243, 2.57269, 0.31605], [-0.31105, -1.01490, -0.52455], [0.62371, -1.63566, -1.22599], [-1.41926, -1.50711, -0.91423], [-0.02659, -1.09718, 0.74574], [-0.32193, 0.85946, -1.03122], [0.82723, 1.55150, -0.39098], [-0.20679, 0.98543, -2.48533], [-1.60769, 1.37115, -0.59904], [-3.16353, 4.52743, 3.68512], [-3.17765, 3.43791, 4.48817], [-4.43255, 4.85435, 3.36381], [-2.61743, 5.53525, 4.43884], [-2.16700, 4.34128, 1.99281], [-0.79561, 3.86977, 2.39314], [-2.90765, 3.34378, 1.19821], [-2.18425, 5.64673, 1.33067], [2.76085, 6.44086, -1.00155], [2.14494, 6.39217, -2.17263], [3.83218, 5.64829, -0.99342], [3.14473, 7.69270, -0.79610], [1.55690, 5.78238, 0.35153], [2.22871, 6.21428, 1.57162], [0.25044, 6.46407, 0.17324], [1.42536, 4.31737, 0.16886], [-1.33588, 3.86337, -3.78010], [-0.09696, 3.93905, -3.20829], [-1.35066, 4.77011, -4.80596], [-1.53077, 2.64575, -4.31504], [-2.73189, 4.29914, -2.41061], [-3.05459, 3.14594, -1.58446], [-2.01674, 5.27145, -1.54443], [-3.89067, 4.90434, -3.13584], [3.08121, -3.58382, 6.15798], [3.37059, -4.72396, 6.47163], [3.18823, -2.59229, 6.90446], [2.59853, -3.25186, 4.98256], [3.39904, -2.71230, 7.88490], [3.20556, -1.62287, 6.62156], [2.26233, -3.83227, 4.22744], [2.21448, -2.31773, 4.98097], [3.89641, -0.17003, 0.84519], [3.46775, 0.76909, 0.28789], [4.73737, -0.03429, 1.81668], [3.56408, -1.42033, 0.64541], [5.49122, -0.70257, 1.88886], [4.89475, 0.93927, 2.03467], [2.86751, -1.54638, -0.07501], [4.08666, -2.19429, 1.03009], [2.49639, -5.02469, -2.92278], [2.20243, -5.65264, -1.92399], [1.78553, -4.11500, -3.28177], [3.62386, -5.15038, -3.55326], [2.19547, -3.21194, -3.47288], [0.85056, -4.18932, -2.90704], [4.35410, -5.78881, -3.27175], [3.87621, -4.61597, -4.37229], [-0.92358, -1.01752, -5.57078], [-1.39670, -1.73128, -6.43011], [0.04195, -1.51522, -4.84490], [-1.15734, 0.21086, -5.35663], [0.66847, -0.83011, -4.44715], [0.34268, -2.45163, -5.07467], [-0.80603, 0.49743, -4.45410], [-1.79432, 0.72162, -5.95116], [2.88726, 2.85907, -2.98758], [2.75319, 2.80632, -1.76816], [3.87167, 3.45254, -3.61040], [2.12150, 2.33699, -3.93336], [3.84149, 3.26853, -4.60303], [4.41139, 4.22008, -3.23664], [2.19133, 2.60999, -4.90325], [1.20539, 2.21169, -3.52699], [-6.21622, 3.74466, -0.39983], [-5.23197, 3.16740, -0.02003], [-6.21064, 4.72820, -1.17856], [-7.38971, 3.26675, -0.40402], [-5.40406, 5.10852, -1.65277], [-7.09245, 5.16718, -1.40174], [-7.39486, 2.52679, 0.28339], [-8.06320, 3.39133, -1.14631], [-2.10287, -3.21651, 5.53559], [-2.69276, -2.36132, 6.22281], [-2.79642, -4.04181, 4.94508], [-0.82069, -3.37106, 5.26839], [-2.54880, -5.00274, 4.75692], [-3.79023, -3.87181, 5.00445], [-0.18360, -2.75985, 5.75893], [-0.45457, -4.02167, 4.58814], [-3.25007, -5.42738, 1.55602], [-2.70775, -4.46778, 1.07586], [-4.12611, -6.20326, 0.94158], [-2.96187, -5.74900, 2.77808], [-4.25745, -6.11062, -0.05555], [-4.39170, -7.07150, 1.38399], [-3.22918, -6.64579, 3.15810], [-2.26006, -5.27483, 3.32828], [4.38863, -1.34280, -4.18401], [3.30329, -1.97970, -4.15255], [4.61911, -0.25453, -4.83437], [5.42931, -1.78612, -3.52098], [5.53201, 0.17744, -4.84553], [3.74423, 0.03114, -5.25040], [6.24256, -1.22846, -3.30252], [5.41796, -2.74576, -3.20624], [1.58115, 1.36973, 3.20001], [1.90733, 2.03830, 2.25557], [2.35646, 0.49225, 3.83575], [0.43402, 1.46642, 3.82536], [2.07583, 0.13255, 4.73685], [3.24733, 0.21807, 3.44681], [0.21426, 0.78924, 4.54177], [-0.16643, 2.15996, 3.40281], [-6.04808, -0.19081, 0.74683], [-5.38204, 0.71518, 0.27469], [-6.63769, -0.04309, 1.93172], [-6.47227, -1.31104, 0.15536], [-6.35329, 0.83405, 2.34384], [-7.27530, -0.69482, 2.36625], [-7.24632, -1.89427, 0.43961], [-6.02777, -1.85600, -0.56958], [-4.54442, 0.01514, -2.81072], [-3.93791, 0.53336, -1.91242], [-4.37170, 0.24630, -4.03482], [-5.68510, -0.63641, -2.62355], [-4.89045, -0.38531, -4.62817], [-3.60705, 0.76627, -4.44107], [-6.10176, -0.57492, -1.70555], [-6.01195, -1.25372, -3.35306], [-3.01451, -4.87522, -2.47272], [-3.50220, -5.80591, -1.99553], [-3.01178, -4.58043, -3.79641], [-2.21501, -4.01856, -1.83035], [-3.62976, -5.18363, -4.32021], [-2.98928, -3.60256, -4.04818], [-2.14965, -4.13411, -0.82912], [-1.97173, -3.19761, -2.36604], [4.79964, 3.89645, 2.08594], [3.84949, 3.35122, 1.44082], [4.69775, 5.06951, 2.60654], [6.05965, 3.48075, 2.04276], [3.81843, 5.56345, 2.55257], [5.65116, 5.38220, 2.72210], [6.74149, 3.80649, 2.71291], [6.46748, 2.75256, 1.47399], [1.16839, -4.33120, 1.78118], [0.95799, -4.15230, 3.01645], [2.30888, -4.48419, 1.27318], [0.18234, -4.40126, 0.87471], [2.41816, -4.83515, 0.33244], [3.08664, -4.18605, 1.84441], [0.34879, -4.25655, -0.11092], [-0.75860, -4.19062, 1.17528], [7.17835, 1.77513, -0.78162], [6.89745, 1.61120, 0.39090], [8.31848, 2.13321, -1.21522], [6.30151, 1.69062, -1.77107], [8.86675, 2.52694, -0.46392], [8.58043, 2.54910, -2.09756], [5.41886, 1.32516, -1.44323], [6.60575, 1.60562, -2.73039], [-3.00930, 0.36401, 2.83374], [-3.17563, 0.86838, 1.74809], [-2.19177, -0.66645, 3.04593], [-3.76212, 0.52418, 3.87916], [-1.63988, -0.79981, 2.21062], [-1.81484, -0.81338, 3.97137], [-4.63140, 1.02859, 3.77896], [-3.68504, -0.24878, 4.52467]],
  "forces_ev_per_a": [[-0.3, 0.9, 0.1], [-0.1, 0.5, -0.2], [1.8, 3.8, -1.8], [1.4, -0.7, -0.2], [-2.6, -1.1, 0.5], [-0.4, -0.7, 1.1], [0.5, 3.2, -0.5], [-2.3, -2.5, -0.3], [0.3, -1.5, 0.4], [1.5, -1.7, 0.7], [1.0, 0.8, -0.7], [-0.1, 0.3, -0.6], [0.5, -0.2, 0.5], [-0.7, -0.9, -0.9], [2.4, 0.7, -1.8], [-2.7, 0.3, 0.2], [0.3, 0.7, 1.8], [-0.5, -1.6, 2.2], [-2.0, -0.6, 1.5], [0.3, -0.2, -0.7], [0.8, -0.2, -0.5], [0.2, 0.1, 0.2], [-4.0, 1.9, 0.8], [0.9, -0.7, -0.3], [3.4, -1.2, -0.5], [0.6, 1.6, -0.3], [-0.7, 1.4, 0.9], [-1.4, -0.4, -0.7], [0.0, -1.0, 1.1], [0.3, 0.3, 0.0], [0.5, 4.6, 2.6], [-0.1, -0.5, -2.3], [-0.8, -1.7, -2.7], [1.8, -1.8, 0.3], [-0.1, -5.9, -2.9], [0.3, -1.1, 0.5], [1.2, 6.7, 6.5], [-1.1, 1.8, -3.0], [0.2, -0.3, -0.3], [-0.1, -0.4, -0.2], [-0.1, -0.5, 0.2], [-0.1, -0.3, -0.6], [0.5, -1.9, 0.8], [-2.3, 3.0, -3.3], [3.1, 0.9, 3.7], [-1.5, -2.6, -1.8], [0.0, 0.4, 0.4], [0.7, 0.0, -0.1], [0.2, -0.6, 0.0], [-0.4, 0.3, -0.1], [3.7, -5.0, 4.3], [-0.1, -2.8, 2.1], [-7.3, 8.0, -3.7], [4.9, -1.0, -2.3], [-0.2, 0.2, -0.6], [0.1, 0.6, 0.1], [-0.6, 0.0, 0.3], [-0.6, 0.0, 0.1], [0.2, -3.8, -2.8], [-2.0, -0.7, -1.6], [2.7, -1.1, 2.9], [-1.2, 4.5, 1.0], [0.4, -0.7, 0.3], [0.2, 0.4, 0.1], [-0.5, 1.2, 0.0], [0.2, 0.0, 0.5], [0.2, 0.4, 1.4], [0.1, -0.1, -0.9], [3.8, 1.8, -1.3], [-3.1, -2.3, 0.2], [0.7, 0.9, 0.3], [-0.1, -0.3, 0.1], [-0.4, 0.2, 0.5], [-0.6, -0.7, -0.6], [3.4, -1.0, -1.7], [1.6, -0.6, 2.2], [0.8, 7.0, -4.0], [-6.0, -4.2, 3.1], [0.4, -0.2, 0.2], [0.4, 0.1, 0.0], [-1.2, -0.5, -0.5], [0.3, -0.2, 0.6], [2.0, 4.9, 3.7], [1.4, 1.0, 0.0], [-6.5, -6.7, -4.2], [2.8, 1.3, 1.1], [0.1, 0.7, 0.7], [0.1, -0.3, 0.0], [0.1, -0.4, -0.2], [0.1, 0.3, -0.1], [0.2, 0.1, -1.1], [0.9, 2.6, -1.9], [-1.6, -1.3, -0.8], [0.6, -2.3, 4.4], [0.3, 0.0, -0.1], [-0.1, 0.2, -0.3], [0.0, 0.1, -0.1], [-0.1, 0.1, -1.5], [-2.2, -3.1, 1.4], [1.1, 1.3, -0.7], [-1.1, 2.4, -1.7], [2.6, -1.8, 2.0], [-0.7, 0.1, -0.4], [0.6, 1.2, -0.4], [-0.2, -0.2, -0.2], [-0.1, 0.3, 0.2], [-0.1, -0.2, 1.1], [0.2, 0.2, -0.9], [2.5, -2.0, 0.6], [-2.0, 0.6, 0.2], [0.3, 0.1, -0.4], [-0.1, 0.0, 0.2], [-0.5, 0.7, -0.3], [-1.0, 0.4, 0.3], [-0.7, 0.7, 0.1], [0.0, -1.5, -0.1], [-0.1, 1.2, 1.7], [-0.6, -3.3, -2.3], [-0.6, -0.2, 0.5], [0.4, 0.3, 0.0], [0.0, 0.7, 0.9], [0.8, 0.8, 0.1], [-0.9, 1.4, 3.7], [1.8, 0.3, 1.5], [1.7, 0.3, -6.9], [-2.1, -2.3, 1.2], [0.4, 0.7, -0.6], [0.1, -0.3, 0.5], [0.0, -0.1, -0.7], [-0.5, 0.2, 0.6], [3.2, 4.0, -2.1], [-3.3, -5.4, 2.7], [-1.0, -0.3, -1.7], [0.7, 0.9, 0.7], [0.0, 0.4, -0.2], [0.0, -0.3, -0.4], [-0.2, 0.6, 0.1], [0.4, 0.0, 0.9], [-2.4, -1.4, -3.8], [2.6, 0.5, 1.4], [0.4, 1.4, 1.8], [2.6, -1.6, 0.8], [-0.3, 0.6, -0.1], [-1.0, 1.6, 0.5], [-0.4, 0.3, 0.1], [-0.8, -0.3, -0.3], [-4.9, 0.7, 2.6], [0.0, -0.1, -1.4], [5.9, -0.3, -1.4], [-1.6, 0.2, -0.2], [0.3, 0.0, -0.1], [0.1, -0.6, -0.3], [0.3, -0.3, 0.2], [-0.2, -0.2, 0.1], [-3.1, -0.2, -0.2], [0.1, -0.8, 0.8], [6.7, 2.2, 0.1], [-2.5, -1.1, -0.7], [0.5, -0.3, -0.1], [-0.8, -0.3, 0.0], [-0.5, 0.1, -0.7], [-0.4, 0.1, 0.3], [-0.6, -1.1, -1.1], [0.1, 0.2, -0.8], [2.3, -1.2, -1.2], [-2.4, 1.2, 2.7], [0.6, -0.4, 0.6], [0.2, -0.2, -0.3], [0.4, 0.1, 0.4], [-0.6, 0.4, 0.4]],
  "mulliken_charge": [2.041, 2.072, -0.716, 0.140, 0.000, 0.175, -1.104, 0.101, 0.579, 1.051, 0.385, -0.224, -0.215, -0.228, 1.100, -0.789, -0.457, -0.628, 0.519, -0.229, -0.226, -0.231, 1.215, -0.944, -0.581, -0.989, 0.643, -0.252, -0.265, -0.315, 1.231, -0.487, -0.717, -0.825, 0.604, -0.706, -0.311, -0.096, 0.214, 0.151, 0.249, -0.021, 0.207, 0.257, -0.430, -0.173, 0.217, 0.109, -0.125, 0.142, 0.568, -0.776, -0.050, -0.386, 0.388, 0.029, 0.233, 0.190, 0.576, -0.780, 0.078, -0.063, -0.174, 0.165, 0.070, 0.188, 0.074, -0.069, -0.227, 0.051, 0.121, 0.242, 0.296, -0.574, 0.243, -0.415, -0.289, -0.484, 0.237, 0.172, 0.177, 0.181, 0.459, -0.759, -0.183, -0.063, 0.317, 0.146, 0.100, 0.121, 0.334, -0.570, -0.367, -0.361, 0.256, 0.163, 0.118, 0.173, 0.595, -0.819, -0.381, -0.332, 0.148, 0.232, 0.135, 0.207, 0.222, 0.158, -0.303, -0.223, 0.086, 0.132, 0.114, 0.055, 0.713, -0.512, -0.368, -0.548, 0.190, 0.179, 0.171, 0.269, 0.417, -0.692, -0.351, -0.399, 0.153, 0.083, 0.019, 0.181, 0.561, -0.670, -0.478, 0.149, 0.264, 0.146, 0.068, -0.088, 0.330, -0.574, -0.235, -0.408, 0.350, 0.172, 0.148, 0.325, 0.815, -0.768, -0.304, -0.054, 0.187, 0.177, -0.001, -0.109, 0.602, -0.748, -0.442, -0.105, 0.256, 0.195, -0.165, 0.196, -0.312, -0.084, 0.023, -0.053, -0.293, 0.037, 0.237, 0.130],
  "total_energy_ev": -277657.399,
  "molar_mass_g_mol": 1728.92,
  "largest_force_ev_per_a": 11.5,
  "s_squared": 20.014,
  "total_charge": 0,
  "homo_energy_ev": [-7.51, -6.93],
  "relative_energy_kcal_mol": 49.9,
  "multiplicity": 9
}



{
  "formula": "C3H5NO2S2",
  "method": "ωB97M-V with the def2-TZVPD basis set",
  "elements": ["C", "O", "C", "S", "C", "S", "N", "O", "H", "H", "H", "H", "H"],
  "xyz": [[-0.62218, 1.12468, 1.95328], [-1.04900, 1.21018, 0.42291], [-0.79522, 0.47746, -0.62764], [-1.68930, 0.77110, -1.88922], [0.33420, -0.48874, -0.55304], [0.30204, -1.73681, 0.68773], [1.11511, -0.66937, -1.62253], [1.81727, -1.77338, -1.71703], [-0.67204, -0.09741, 2.22658], [0.54697, 1.74636, 1.86891], [-1.29247, 1.95258, 2.71516], [0.66333, -0.23452, -2.58901], [1.34129, -2.28215, -0.87609]],
  "forces_ev_per_a": [[1.9, 1.1, -0.3], [-0.6, 1.1, 3.7], [1.7, 0.3, 2.0], [-1.0, -0.1, -2.6], [-0.1, -2.5, 0.5], [0.5, 1.5, -1.7], [-3.5, 3.5, -2.0], [-0.3, -2.1, 1.6], [0.4, 3.9, -0.5], [-3.5, -2.6, 0.7], [1.5, -2.9, -3.0], [1.6, -1.3, 3.0], [1.4, 0.2, -1.4]],
  "mulliken_charge": [-0.513, -0.327, 0.403, -0.357, 0.239, -0.433, -0.005, -0.366, 0.240, 0.251, 0.251, 0.292, 0.324],
  "total_energy_ev": -30441.930,
  "molar_mass_g_mol": 151.21,
  "largest_force_ev_per_a": 5.4,
  "total_charge": 0,
  "homo_energy_ev": -9.07,
  "relative_energy_kcal_mol": 142.5,
  "smiles": "COC(=S)C(=S)NO"
}



{
  "formula": "C5H12N2S",
  "method": "ωB97M-V with the def2-TZVPD basis set",
  "elements": ["C", "C", "C", "C", "C", "N", "N", "S", "H", "H", "H", "H", "H", "H", "H", "H", "H", "H", "H", "H"],
  "xyz": [[-0.84688, 0.16823, 2.39647], [-0.45250, 1.26544, 3.26530], [0.86641, -1.70364, -1.91191], [0.19178, 0.64449, -2.54469], [0.92666, -0.23107, -1.60572], [-0.64860, 0.18185, 1.12268], [-0.92415, -0.64776, 0.16126], [1.93180, 0.36086, -0.52731], [-1.36208, -0.75664, 2.59506], [-1.27615, 1.78424, 3.85518], [0.06795, 2.16594, 2.63784], [0.36943, 0.83574, 3.95383], [0.82785, -2.25523, -1.03788], [-0.05588, -1.82122, -2.57183], [1.75850, -2.02598, -2.50350], [0.11250, 1.74351, -2.38115], [-0.79152, 0.06847, -2.74684], [0.59856, 0.75250, -3.56432], [-1.30046, -1.45692, 0.63515], [0.00676, 0.92720, 0.77238]],
  "forces_ev_per_a": [[-1.0, -0.8, -1.2], [2.2, 2.3, 0.8], [-0.8, 1.2, -3.1], [-2.2, 0.0, -1.7], [0.5, -0.2, -1.3], [1.8, 1.6, -1.2], [-0.3, -0.2, 0.1], [1.5, 0.8, 1.3], [-0.3, 0.0, 1.3], [1.0, -1.0, -0.6], [-1.2, -2.3, 1.3], [-1.3, 1.1, -0.5], [-0.2, -1.1, 1.6], [1.2, -0.5, 1.0], [-0.6, 0.4, 0.4], [-0.4, -1.0, 1.0], [1.0, 1.6, 0.4], [0.6, -1.0, 0.2], [-0.5, -0.6, -0.2], [-0.9, -0.3, 0.2]],
  "mulliken_charge": [0.194, -0.872, -1.190, -1.040, 0.673, 0.274, -0.936, -0.335, 0.311, 0.284, 0.196, 0.230, 0.340, 0.287, 0.336, 0.316, 0.230, 0.363, 0.130, 0.206],
  "total_energy_ev": -19191.235,
  "molar_mass_g_mol": 132.23,
  "largest_force_ev_per_a": 3.4,
  "total_charge": 0,
  "homo_energy_ev": -7.57,
  "relative_energy_kcal_mol": 80.3
}